No. 1
14
Properties=species:S:1:pos:R:3:forces:R:3:lowdin_charge:R:1 method="wB97M-V/def2-TZVPD" homo_lumo_gap_ev=8.96 max_force_ev_per_a=2.0
C -0.4910 -0.1365 -0.0531 1.4 0.4 -0.6 -0.4901
C -1.1767 1.1942 0.1616 0.0 -0.1 0.0 -0.0648
N -1.3553 -1.1010 -0.5317 -0.1 -0.1 -0.2 0.0686
C 2.2123 -0.1652 -0.1329 1.4 -0.2 0.8 -0.0537
N 0.3152 -0.5446 1.1700 0.8 -0.3 1.0 0.0547
C 1.5258 -0.4757 1.0383 -1.6 0.4 -1.2 -0.1977
H 0.7440 0.0240 -0.7386 -1.9 -0.2 0.4 0.1612
H -2.3117 -1.0864 -0.2000 0.1 0.1 0.0 0.0911
H -0.9826 -2.0349 -0.6157 0.0 0.1 0.1 0.0904
H -1.6300 1.5269 -0.7733 0.1 0.0 0.0 0.0797
H -1.9675 1.1104 0.9129 0.0 0.0 0.0 0.0792
H -0.4631 1.9401 0.5055 0.0 0.0 0.0 0.0755
H 2.8325 0.7280 -0.1276 -0.2 0.2 0.0 0.0518
H 2.7481 -0.9794 -0.6154 -0.2 -0.1 -0.2 0.0543

No. 2
70
Properties=species:S:1:pos:R:3:forces:R:3:lowdin_charge:R:1 method="wB97M-V/def2-TZVPD" homo_lumo_gap_ev="5.61 / 5.60" max_force_ev_per_a=12.7 total_charge=+1
Mo -0.0807 -0.7296 -0.2476 -2.4 -2.8 2.7 1.2621
N 2.0249 -0.4761 3.6510 0.7 -4.8 2.9 0.0131
C 1.5887 -0.9311 2.4538 1.1 -3.8 1.8 -0.6922
S -0.0809 -0.8087 2.1942 6.0 0.0 -11.2 0.9350
N 2.3153 -1.5238 1.5689 -0.7 0.8 0.6 0.0960
N 1.5192 -1.8848 0.4813 0.0 0.0 2.6 -0.2864
C 2.0520 -2.8698 -0.1424 0.8 -2.8 -1.6 -0.1231
C 1.2870 -3.2836 -1.2815 1.0 0.5 2.0 -0.2648
C 1.6209 -4.3315 -2.1191 -0.8 -0.7 -1.5 -0.0051
C 0.7533 -4.5875 -3.1759 1.0 -0.3 0.4 -0.0514
C -0.3853 -3.7949 -3.3316 -0.2 0.8 0.6 -0.0274
C -0.6108 -2.7684 -2.4223 -1.4 -2.9 -0.9 -0.1349
N 0.2134 -2.4905 -1.3976 -0.4 -3.2 0.2 -0.0654
H 1.2094 -0.4142 4.2484 1.1 -0.2 0.8 0.0777
H 2.7554 -1.0712 4.0049 0.2 -0.3 0.5 0.1443
H 2.9926 -3.3679 0.1369 -0.5 0.5 0.1 0.1456
H 2.5121 -4.9218 -1.9549 0.0 0.1 0.0 0.1198
H 0.9559 -5.3972 -3.8697 0.0 0.1 0.1 0.1119
H -1.0853 -3.9713 -4.1399 0.0 0.0 0.1 0.1120
H -1.4823 -2.1244 -2.4914 -0.2 -1.5 -0.1 0.1298
C 1.5031 2.5494 -0.2106 0.1 0.5 -0.3 -0.1527
Si 0.6144 2.1854 1.3932 -0.2 0.4 -0.3 0.4470
C 0.0612 3.8187 2.1131 0.0 0.3 0.1 -0.1675
C 1.8622 1.4084 2.5447 -0.4 3.0 -1.3 -0.1817
C -0.8065 1.0087 0.9957 -0.7 2.8 0.3 -0.5565
C -1.6037 1.5164 -0.1558 -1.4 2.6 1.1 -0.3707
C -2.4907 2.6831 -0.3559 1.2 -1.6 0.6 -0.0082
C -3.0575 2.8231 -1.5716 0.1 -1.4 -2.1 -0.0299
C -2.7775 1.8207 -2.6470 -0.7 1.9 1.6 -0.0141
C -1.9561 0.7826 -2.3855 -0.9 1.4 1.2 -0.0691
N -1.3856 0.6751 -1.1023 -2.3 0.4 -2.5 -0.0595
Si -1.9412 0.4121 2.3807 -3.5 3.3 -1.9 0.3068
C -2.8625 1.7886 3.2455 0.0 0.0 0.5 -0.1489
C -3.2138 -0.7205 1.6111 -0.4 -0.6 0.8 -0.1793
C -1.0171 -0.5917 3.6555 -2.1 5.5 5.6 -0.2970
H 2.3624 3.2223 -0.0122 -0.4 -0.3 -0.2 0.0609
H 0.8070 3.0422 -0.9200 0.4 -0.2 0.2 0.0584
H 1.8706 1.6006 -0.6523 0.1 3.3 0.9 -0.0350
H 0.9488 4.4693 2.2513 -0.5 -0.2 0.0 0.0459
H -0.4155 3.6635 3.0974 0.1 0.3 -0.4 0.0221
H -0.6478 4.3160 1.4220 0.3 -0.1 0.5 0.0343
H 2.7253 2.0959 2.6576 -0.4 -0.3 0.0 0.0890
H 2.2118 0.4454 2.1197 0.5 3.7 -0.7 0.0133
H 1.4177 1.2441 3.5419 0.4 1.3 -1.0 0.0519
H -2.6798 3.3973 0.4373 0.1 -0.1 0.0 0.1022
H -3.7167 3.6613 -1.7721 0.1 -0.1 -0.1 0.1076
H -3.2312 1.9290 -3.6267 0.0 0.1 0.2 0.1044
H -1.7328 0.0393 -3.1427 -0.8 0.7 0.4 0.1136
H -3.4522 2.3700 2.5093 0.3 -0.3 0.4 0.0449
H -2.1549 2.4528 3.7732 -0.5 -0.1 -0.2 0.0284
H -3.5520 1.3452 3.9927 0.2 0.4 -0.3 0.0482
H -3.8116 -0.1583 0.8646 0.3 -0.3 0.4 0.0641
H -3.8868 -1.1110 2.4017 0.1 0.3 -0.4 0.0516
H -2.7000 -1.5672 1.1113 -1.0 0.6 0.5 -0.0320
H -0.3027 0.0455 4.2055 -1.2 0.4 0.3 0.0897
H -0.4795 -1.4236 3.1561 -0.8 -8.2 5.6 -0.0890
H -1.7440 -1.0073 4.3830 0.7 -1.4 -0.5 0.1533
C 2.2503 -0.2029 -1.4694 -0.1 -1.3 -0.6 -0.0642
N 1.7765 -0.2667 -2.8372 -2.3 -0.4 -0.1 -0.1059
C 2.6908 -0.0434 -3.9367 -0.3 0.0 -0.9 -0.0224
C 0.4459 -0.5422 -3.0767 3.5 1.3 -1.3 -0.2137
O -0.4050 -0.7454 -2.2209 4.3 3.2 -3.2 -0.4095
H 3.3188 0.0224 -1.4298 -0.3 0.2 0.0 0.1356
H 2.0611 -1.1649 -0.9835 1.1 1.1 -1.1 0.0280
H 1.6927 0.5735 -0.9369 -0.1 -1.7 -0.4 0.0075
H 3.7026 0.1613 -3.5789 -0.3 -0.1 0.0 0.0986
H 2.3305 0.8041 -4.5276 0.3 0.0 0.0 0.0990
H 2.6985 -0.9327 -4.5741 0.3 0.2 0.0 0.0987
H 0.2040 -0.5646 -4.1529 -0.1 -0.1 0.3 0.1802
H -1.6053 -1.5793 0.2521 2.1 0.5 -1.6 0.0250

No. 3
14
Properties=species:S:1:pos:R:3:forces:R:3:lowdin_charge:R:1 method="wB97M-V/def2-TZVPD" homo_lumo_gap_ev="8.30 / 7.62" max_force_ev_per_a=4.0
C -0.4341 1.7984 0.0833 -1.0 -0.3 -0.5 0.0694
C 0.1056 -0.7300 0.0576 -0.1 0.9 -0.9 -0.4213
N -0.7211 -1.1960 -0.8489 -0.2 -1.3 1.4 0.2241
N 0.0502 -1.1348 1.2892 -1.3 -0.1 0.0 0.2349
N 1.1604 0.0736 -0.3905 0.8 -1.2 0.7 -0.4455
O 1.2861 0.2411 -1.6249 -0.5 0.2 -0.3 -0.0320
O 2.0919 0.2344 0.4427 0.1 0.2 0.2 -0.0395
H 0.4028 2.4065 -0.2076 0.3 0.3 0.6 0.0172
H -1.0850 1.9649 0.9539 0.7 0.1 -0.3 0.0213
H -0.9327 1.4303 -0.8036 -0.3 0.1 0.0 -0.0059
H -1.6132 -1.5507 -0.6204 -0.8 -0.2 0.3 0.1209
H -0.5880 -0.7135 -1.6498 0.1 1.5 -3.7 0.0606
H 0.8648 -0.9954 1.7538 2.8 0.5 2.2 0.0768
H -0.5878 -1.8287 1.5651 -0.6 -0.7 0.3 0.1188

No. 4
107
Properties=species:S:1:pos:R:3:forces:R:3:lowdin_charge:R:1 method="wB97M-V/def2-TZVPD" homo_lumo_gap_ev=6.61 max_force_ev_per_a=12.2 total_charge=+1
C 5.7765 -3.6428 0.7111 -0.1 -0.1 -0.7 -0.1567
C 6.9872 -3.3022 -0.3565 0.8 0.4 1.1 -0.2811
C 6.8892 -1.7696 -0.9924 0.1 -1.1 -1.1 -0.2197
C 5.4895 -1.5011 -1.8292 0.3 0.2 -0.3 -0.2097
C 4.8036 -0.0215 -1.4857 -0.6 -1.4 0.9 -0.1871
C 3.2670 -0.3263 -1.0075 -0.5 0.4 0.0 -0.2398
C 2.1802 0.8521 -1.3465 -0.6 -1.0 -0.9 -0.1917
C 0.6783 0.1393 -1.5307 -0.5 1.5 -0.6 -0.2149
C -0.2449 0.2040 -0.1802 0.3 0.9 -0.1 -0.2364
C 0.0175 -0.9736 0.9201 0.0 0.4 0.0 -0.1914
C 0.5303 -2.4086 0.3250 -0.7 -1.2 0.9 -0.1437
C -0.6538 -3.2968 -0.4278 -1.7 -0.6 -1.0 0.0192
C -2.1178 -2.7196 -0.8912 0.6 -4.5 -0.9 0.0761
C -3.1786 -3.7492 -1.6139 3.8 -1.8 1.3 0.0359
C -2.7431 -5.3255 -1.8190 3.6 2.6 2.2 0.0165
C -1.2446 -5.7862 -1.3055 -2.9 3.0 -0.5 0.0657
N -0.2921 -4.7769 -0.6722 -5.3 1.1 -1.7 -0.1440
N 0.9736 -5.2918 -0.3109 3.0 -0.5 -5.8 0.0892
C 1.5797 -5.5436 -1.5479 0.0 -4.4 -5.0 0.0548
O 1.9265 -6.0986 -2.7425 -2.7 5.2 10.7 0.0698
H 5.3949 -2.6276 1.1529 0.6 -2.0 -0.7 0.0714
H 6.1420 -4.3609 1.5914 -0.9 1.6 -2.1 0.0862
H 4.8784 -4.1554 0.1170 1.8 1.0 1.5 0.0567
H 7.1069 -4.1375 -1.1806 -0.4 1.8 1.6 0.1074
H 7.9925 -3.3159 0.2839 -2.2 0.0 -1.6 0.0701
H 7.0151 -1.0005 -0.1167 -0.1 -1.4 -1.8 0.1095
H 7.7666 -1.6956 -1.7958 -1.7 0.1 2.1 0.1000
H 5.6519 -1.5262 -3.0068 -0.1 -0.1 2.5 0.1146
H 4.7811 -2.4063 -1.5837 1.0 2.0 -0.4 0.0818
H 4.7708 0.6981 -2.4138 0.3 -1.4 1.9 0.1141
H 5.4039 0.4024 -0.5674 -1.2 -0.4 -2.1 0.1086
H 2.9079 -1.2916 -1.6079 0.7 2.0 1.3 0.0907
H 3.1913 -0.5347 0.1633 0.4 0.2 -2.5 0.1233
H 2.0906 1.6977 -0.5414 0.3 -1.7 -1.5 0.1169
H 2.4373 1.3454 -2.4024 -0.4 -1.0 2.4 0.1188
H 0.1294 0.8301 -2.3353 1.0 -1.6 1.8 0.1175
H 0.7451 -0.9259 -2.0354 0.0 2.0 1.1 0.0976
H -1.3960 0.3160 -0.4680 2.5 -0.4 0.6 0.0998
H 0.0268 1.2351 0.3574 -0.8 -2.4 -1.3 0.0819
H 0.8480 -0.5828 1.6625 -1.6 -1.0 -1.5 0.1310
H -0.9622 -1.1065 1.5739 2.1 0.0 -1.4 0.1121
H 0.8469 -3.0656 1.2704 -0.7 1.2 -2.1 0.1396
H 1.4790 -2.3625 -0.3580 -1.9 0.1 1.1 0.0956
H -2.4075 -1.5967 -0.7332 0.8 -2.4 -0.3 0.0894
H -4.2542 -3.4486 -1.9938 2.6 -0.4 1.0 0.0914
H -3.4244 -6.1507 -2.3050 1.5 2.0 1.1 0.1126
H -0.8972 -6.9210 -1.4267 -0.5 2.9 0.5 0.1569
C -7.9616 0.4209 -3.2929 -0.1 0.1 0.0 -0.1086
C -7.2815 -0.9094 -3.6001 -0.1 0.3 -0.3 -0.2722
C -6.8467 -1.6603 -2.3399 0.7 0.8 0.4 -0.1940
C -5.8504 -0.8189 -1.5589 5.6 4.4 4.6 -0.1569
N -5.0240 -0.1209 -0.9110 -6.4 -5.6 -5.1 0.1116
H -7.2852 1.1118 -2.7798 -0.1 -0.1 0.0 0.0715
H -8.2802 0.9077 -4.2201 0.0 -0.1 0.2 0.0795
H -8.8466 0.2731 -2.6634 0.1 0.1 -0.1 0.0818
H -6.4110 -0.7230 -4.2410 -0.1 -0.1 0.1 0.1144
H -7.9731 -1.5386 -4.1711 0.2 -0.1 0.1 0.1139
H -6.3779 -2.6117 -2.6125 0.0 0.1 0.2 0.0929
H -7.7116 -1.8779 -1.7039 0.2 0.1 0.1 0.1225
C -3.2904 1.9070 4.9606 0.0 0.1 0.2 -0.1026
C -4.1527 1.4853 3.7751 -0.1 0.3 0.4 -0.2701
C -3.3612 0.7394 2.6991 0.6 0.9 -0.4 -0.1903
C -2.2619 1.6372 2.1551 6.2 4.8 -3.2 -0.1233
N -1.3500 2.3821 1.7039 -7.3 -5.8 3.8 0.1413
H -2.5051 2.6078 4.6602 -0.1 -0.1 0.0 0.0726
H -3.9025 2.4101 5.7158 0.1 -0.1 -0.1 0.0689
H -2.8160 1.0374 5.4297 0.0 0.1 0.0 0.0783
H -4.6202 2.3779 3.3414 0.1 -0.2 0.0 0.1000
H -4.9620 0.8409 4.1357 0.1 0.0 -0.2 0.1140
H -4.0255 0.4472 1.8790 0.3 0.1 -0.1 0.0933
H -2.9122 -0.1701 3.1128 0.1 0.2 -0.1 0.1084
C -1.4304 5.4572 0.7583 0.0 -0.1 -0.1 -0.1468
C -1.3355 6.7981 0.0374 -0.2 -0.3 -0.1 -0.2806
C -0.6917 7.8900 0.8942 -0.8 0.1 0.8 -0.1980
C -1.5209 8.1145 2.1482 -4.4 1.5 7.1 -0.1679
N -2.2088 8.3006 3.1884 5.4 -1.5 -8.3 0.0993
H -2.0654 5.5203 1.6476 0.1 0.0 -0.1 0.0651
H -1.8695 4.7017 0.0992 0.1 0.1 0.1 0.0596
H -0.4387 5.1064 1.0665 -0.2 0.0 0.0 0.0685
H -2.3424 7.1092 -0.2667 0.2 0.1 0.0 0.1111
H -0.7481 6.6686 -0.8782 0.0 0.2 0.1 0.1076
H -0.6343 8.8261 0.3288 0.0 0.0 0.3 0.1119
H 0.3260 7.6039 1.1813 -0.2 0.1 0.1 0.1151
C 10.8696 -5.5416 -2.8381 0.0 -0.1 0.0 -0.1149
C 10.9645 -4.2007 -3.5590 -0.2 -0.4 -0.1 -0.2773
C 11.6083 -3.1088 -2.7022 -0.8 0.1 0.8 -0.1889
C 10.7791 -2.8843 -1.4482 -4.4 1.5 7.1 -0.1301
N 10.0912 -2.6982 -0.4079 5.7 -1.5 -8.3 0.1267
H 10.2346 -5.4785 -1.9488 0.1 0.1 -0.1 0.0668
H 10.4305 -6.2971 -3.4972 0.1 0.1 0.1 0.0736
H 11.8613 -5.8924 -2.5299 -0.2 0.0 0.0 0.0799
H 9.9576 -3.8896 -3.8631 0.2 0.1 0.0 0.1091
H 11.5519 -4.3302 -4.4746 0.0 0.2 0.1 0.1104
H 11.6657 -2.1727 -3.2676 0.0 0.0 0.3 0.1140
H 12.6260 -3.3949 -2.4150 -0.2 0.1 0.1 0.1182
C -7.2682 4.2135 3.0305 0.0 -0.1 -0.1 -0.1207
C -8.2577 5.0952 3.7857 -0.1 -0.3 -0.2 -0.2757
C -7.5989 5.9071 4.9026 0.3 -0.8 0.7 -0.1919
C -6.9715 4.9673 5.9193 3.6 -5.0 5.9 -0.1608
N -6.4510 4.1875 6.7625 -4.1 6.1 -6.8 0.1011
H -6.8135 3.4635 3.6852 0.0 0.1 0.0 0.0529
H -7.7773 3.6749 2.2249 0.1 0.1 0.1 0.0731
H -6.4669 4.8149 2.5858 -0.1 -0.1 0.1 0.0800
H -9.0497 4.4617 4.2037 0.1 0.2 0.0 0.1131
H -8.7345 5.7817 3.0775 0.0 0.0 0.2 0.1102
H -8.3460 6.5318 5.4037 0.2 -0.1 0.1 0.1145
H -6.8245 6.5656 4.4944 0.0 -0.2 0.2 0.1185

No. 5
35
Properties=species:S:1:pos:R:3:forces:R:3:lowdin_charge:R:1 method="wB97M-V/def2-TZVPD" homo_lumo_gap_ev=6.21 max_force_ev_per_a=0.4
Pd -0.5677 -0.4858 -0.6649 0.0 0.0 0.2 1.0581
C 0.2004 2.7224 -3.5103 0.0 0.0 0.0 -0.0117
C 0.7370 3.6875 -2.6865 0.0 0.0 0.0 -0.0400
C 0.8610 3.4262 -1.3248 0.0 0.0 0.0 -0.0039
C 0.4249 2.2125 -0.8409 0.0 0.0 0.1 -0.1850
N -0.1238 1.2810 -1.6598 0.1 0.0 0.1 0.0136
C -0.2207 1.5117 -2.9650 0.0 0.0 0.0 -0.0459
C 0.5557 1.8115 0.5865 0.0 0.0 -0.1 -0.1636
C 1.0113 2.5830 1.6461 0.0 0.0 0.0 0.0160
C 1.0557 2.0098 2.9082 0.0 0.0 0.0 -0.0268
C 0.6507 0.6959 3.1109 0.0 0.0 0.0 0.0139
C 0.2042 -0.0290 2.0189 0.0 0.0 0.0 -0.1652
N 0.1814 0.5537 0.8163 -0.1 -0.1 -0.1 -0.0027
C -0.2837 -1.4350 2.0084 0.0 0.0 0.0 -0.1783
C -0.2457 -2.2806 3.0975 0.0 0.0 0.0 0.0024
C -0.7062 -3.5848 2.9467 0.0 0.0 0.0 -0.0373
C -1.1807 -4.0048 1.7198 0.0 0.0 0.0 -0.0163
C -1.1924 -3.1078 0.6590 0.0 0.0 0.0 -0.0506
N -0.7651 -1.8627 0.8189 0.1 0.1 0.0 -0.0017
H 0.1101 2.8756 -4.5759 0.0 0.0 0.0 0.1184
H 1.0762 4.6326 -3.0890 0.0 0.0 0.0 0.1140
H 1.3053 4.1548 -0.6617 0.0 0.0 0.0 0.1096
H -0.5925 0.6762 -3.5653 0.0 0.0 0.0 0.0885
H 1.3194 3.6067 1.4928 0.0 0.0 0.0 0.1142
H 1.4055 2.5947 3.7480 0.0 0.0 0.0 0.1173
H 0.6774 0.2548 4.0964 0.0 0.0 0.0 0.1143
H 0.1458 -1.9401 4.0454 0.0 0.0 0.0 0.1122
H -0.6803 -4.2658 3.7866 0.0 0.0 0.0 0.1154
H -1.5313 -5.0150 1.5668 0.0 0.0 0.0 0.1174
H -1.5261 -3.3469 -0.3462 0.0 0.0 0.0 0.1233
O -0.6659 -3.4148 -3.3971 0.1 -0.1 0.1 -0.3441
S -0.4105 -2.0249 -3.1052 0.0 0.2 -0.4 0.2733
O 0.8937 -1.7391 -2.4774 -0.1 -0.1 0.1 -0.4250
O -1.4594 -1.6380 -1.9762 0.0 0.2 0.0 -0.5343
O -0.6637 -1.1158 -4.2274 -0.1 -0.1 0.1 -0.3897